Formula: C35H34ClNORhSi2
Source: the OMol25 dataset
Level of theory: ωB97M-V/def2-TZVPD

Kohn-Sham gap (spin up / spin down)   0.214 / 0.215 hartree
Charge   +1
Multiplicity   5
HOMO level (spin up / spin down)   -0.3234 / -0.3929 Eh

Cartesian coordinates (Å):
C -2.131 -1.111 4.738
C -2.933 -0.710 3.608
C -2.400 -1.373 2.452
H -3.773 -0.003 3.625
C -1.274 -2.172 2.831
C -1.099 -2.026 4.253
H -0.333 -2.526 4.839
H -2.225 -0.759 5.762
H -2.789 -1.294 1.430
H -0.674 -2.829 2.181
Rh -1.004 -0.235 3.344
Si -0.759 -0.229 -2.909
C -0.266 1.274 -3.942
C 1.077 1.338 -4.346
H 1.757 0.506 -4.111
C 1.571 2.471 -5.013
H 2.632 2.527 -5.260
C 0.716 3.547 -5.314
H 1.105 4.441 -5.813
C -0.644 3.461 -4.965
H -1.308 4.306 -5.204
C -1.134 2.323 -4.299
H -2.185 2.261 -4.011
C 0.016 -1.564 -3.946
C -0.388 -1.758 -5.286
H -1.175 -1.121 -5.719
C 0.263 -2.727 -6.058
H -0.031 -2.875 -7.094
C 1.278 -3.539 -5.539
H 1.733 -4.328 -6.130
C 1.692 -3.313 -4.228
H 2.496 -3.903 -3.798
C 1.092 -2.321 -3.455
H 1.463 -2.150 -2.440
H -2.187 -0.244 -3.198
Si 1.398 0.119 -0.600
C 0.231 -1.485 -0.655
C -1.184 -1.580 -0.848
H -1.851 -0.705 -0.998
C -1.857 -2.829 -0.717
H -2.940 -2.852 -0.848
C -1.161 -3.990 -0.392
H -1.688 -4.949 -0.304
C 0.211 -3.893 -0.123
H 0.762 -4.778 0.229
C 0.895 -2.667 -0.253
H 1.993 -2.618 -0.082
C 0.238 1.614 -0.626
C -0.964 1.379 0.081
H -1.151 0.403 0.556
C -1.950 2.354 0.158
H -2.913 2.110 0.647
C -1.699 3.600 -0.439
H -2.473 4.353 -0.396
C -0.463 3.896 -1.044
H -0.278 4.900 -1.464
C 0.528 2.907 -1.115
H 1.488 3.077 -1.645
H 2.818 0.352 -0.470
Cl 1.198 -0.025 1.687
O -0.513 2.076 3.766
C 0.225 2.570 4.934
C 1.155 1.487 5.423
C 2.184 1.814 6.324
C 3.065 0.823 6.751
C 2.920 -0.451 6.189
C 1.907 -0.665 5.247
N 0.994 0.262 4.914
H -1.078 2.786 3.428
H 0.799 3.462 4.631
H -0.497 2.840 5.724
H 2.259 2.854 6.659
H 3.862 1.020 7.479
H 3.563 -1.287 6.457
H 1.786 -1.628 4.746

Atomic forces in eV per Å
C -0.8445 -1.6624 1.3859
C -2.1038 -0.5417 0.5586
C -1.8201 -2.2077 -1.3545
H 0.4355 -0.5739 0.0185
C -1.0626 -3.3048 -0.0307
C -1.3311 -2.2869 0.5351
H -0.2561 0.2145 -0.1049
H -0.1223 -0.2048 -0.2761
H 0.2473 -0.0048 0.5612
H -0.4464 0.6083 0.3558
Rh 7.6931 10.0672 -1.3178
Si 0.5106 1.1646 -2.7143
C 0.1755 0.3192 -0.1126
C 0.1658 0.7808 -0.0453
H -0.2410 0.3768 -0.1529
C -0.2538 0.0012 0.1864
H -0.3096 -0.0184 -0.0681
C -0.2257 -0.4926 0.2938
H -0.1733 -0.3920 0.2041
C 0.1782 -0.0620 -0.0557
H 0.2712 -0.5474 0.1134
C 0.5724 0.2632 0.1470
H 0.2200 0.1030 -0.0939
C 0.4900 -0.8112 -0.0512
C 0.4411 -0.1851 0.3288
H 0.3928 -0.4562 0.1863
C -0.2297 -0.0509 -0.2241
H -0.0421 0.0807 0.1604
C -0.3472 0.5642 0.5874
H -0.0663 0.1780 -0.0107
C 0.1785 -0.0392 -0.1508
H -0.0491 0.0291 -0.0849
C -0.1920 -0.0471 -0.3466
H -0.1401 -0.1984 -0.7047
H -0.7428 -0.1617 0.4597
Si -4.0034 0.1409 2.3735
C 0.4665 -0.7021 0.6239
C 0.0745 -0.6480 0.6953
H 0.6862 -0.6387 0.1765
C 0.5419 0.8290 -0.1450
H 0.3151 0.0066 -0.0537
C 0.2630 0.1428 0.1594
H 0.3173 0.5083 -0.0307
C 0.3819 0.1229 0.0885
H -0.2546 0.4361 -0.3601
C -0.2424 -0.2177 -0.1421
H -0.8859 -0.2281 0.0187
C 0.5810 0.3275 0.2700
C -0.2273 -0.0031 -0.1629
H 0.1869 0.7198 -0.2803
C 0.1045 0.0755 -0.2634
H 0.6592 0.3802 -0.3241
C 0.3698 -0.0339 0.0820
H -0.0024 0.1491 -0.0827
C -0.1575 -0.0764 0.2254
H -0.1528 -0.6773 0.2709
C -0.2415 -0.6403 -0.4336
H -0.8109 0.0553 0.4449
H 0.5752 -0.4569 -0.9034
Cl 0.9700 -0.0029 -0.0746
O 0.3086 0.5077 0.7330
C -0.7528 -0.1402 -0.6231
C 0.4800 -0.0508 -0.0822
C -0.3032 0.0669 -0.1543
C -0.2041 -0.2205 -0.2391
C -0.3627 0.0035 -0.3833
C -0.0887 -0.0035 0.4728
N 0.4416 0.2017 0.0688
H 0.1700 -0.1503 0.0951
H -0.1719 -0.3294 0.2070
H 0.2691 -0.0036 -0.2331
H 0.0694 -0.4714 -0.0163
H -0.4365 0.0021 -0.3672
H -0.0405 0.3040 -0.0710
H 0.1349 0.2138 0.2380

Which charges does Mulliken predict for the atoms? In e, they are: -0.793, -0.539, -0.472, 0.431, 0.279, -0.814, 0.670, 0.448, 0.382, 0.238, 0.571, 1.200, 0.177, -0.210, 0.341, -0.681, 0.378, -0.494, 0.388, -0.529, 0.384, -0.494, 0.372, 0.410, -0.504, 0.330, -0.646, 0.395, -0.618, 0.410, -0.758, 0.408, 0.500, -0.116, -0.400, -0.008, 1.133, -0.275, 0.479, -1.001, 0.500, -0.583, 0.401, -0.937, 0.420, -0.537, 0.352, 0.785, 1.245, -0.900, -0.777, 0.434, -0.764, 0.485, -0.574, 0.430, -0.610, 0.316, -0.079, -0.013, -0.232, -0.473, 0.450, -0.802, -0.310, -0.913, -0.237, 0.379, 0.202, 0.336, 0.345, 0.423, 0.409, 0.394, 0.464